Below is a molecular structure, C29H22GeN3O6PdS, with properties calculated with wB97M-V/def2-TZVPD.

Atoms and positions in Å:
Pd 0.549 -0.231 0.565
O 5.297 -0.671 6.322
N 4.080 -0.551 6.167
O 3.280 -0.686 7.095
C 3.616 -0.260 4.873
C 4.600 -0.061 3.895
C 4.284 0.226 2.580
C 5.238 0.428 1.543
C 4.817 0.731 0.280
C 3.439 0.810 0.002
N 2.542 0.584 0.947
C 2.914 0.312 2.199
C 1.892 0.068 3.174
N 0.624 0.058 2.731
C -0.382 -0.163 3.574
C -0.148 -0.424 4.916
C 1.150 -0.470 5.391
C 2.229 -0.208 4.525
H 5.632 -0.136 4.199
H 6.286 0.344 1.783
H 5.524 0.906 -0.516
H 3.060 1.067 -0.981
H -1.377 -0.135 3.145
H -0.978 -0.606 5.578
H 1.356 -0.723 6.418
O -1.610 0.379 -2.574
S -0.824 0.161 -1.414
O -0.778 1.252 -0.443
O -1.435 -1.056 -0.601
O 0.542 -0.320 -1.707
C -0.366 -2.548 -3.247
Ge -0.606 -2.594 -1.264
C 0.970 -2.622 0.020
C 2.307 -2.456 -0.355
C 3.311 -2.502 0.600
C 3.002 -2.739 1.932
C 1.684 -2.924 2.318
C 0.666 -2.838 1.376
C -1.914 -3.933 -0.562
C -2.999 -3.525 0.175
C -3.930 -4.452 0.668
C -3.786 -5.784 0.399
C -2.689 -6.249 -0.354
C -2.511 -7.616 -0.661
C -1.431 -8.035 -1.386
C -0.464 -7.112 -1.813
C -0.606 -5.786 -1.526
C -1.728 -5.312 -0.819
H -0.595 -3.513 -3.690
H 0.650 -2.256 -3.490
H -1.043 -1.788 -3.627
H 2.546 -2.319 -1.401
H 4.341 -2.357 0.308
H 3.790 -2.779 2.667
H 1.448 -3.136 3.352
H -0.367 -3.032 1.661
H -3.140 -2.470 0.365
H -4.763 -4.104 1.259
H -4.509 -6.503 0.758
H -3.247 -8.329 -0.317
H -1.306 -9.079 -1.632
H 0.393 -7.461 -2.370
H 0.147 -5.064 -1.822

Properties
- Charge: 0
- ΔE to the lowest compared entry with this formula, charge and spin: 118.0 kJ/mol
- <S²>: 0.75
- Multiplicity: 2
- LUMO level (spin up / spin down): -2.0 / -2.0 eV
- HOMO-LUMO gap (spin up / spin down): 0.2097 / 0.1955 hartree